[1]
{
  "formula": "CH3F2OP",
  "method": "ωB97M-V/def2-TZVPD",
  "elements": ["C", "O", "F", "F", "P", "H", "H", "H"],
  "xyz": [[1.8822, -0.0783, 0.4710], [-1.8416, 0.1235, -1.2103], [2.0884, -1.2995, -0.0605], [2.2091, 0.9954, -0.1930], [-1.6325, -0.2062, 0.3891], [1.8017, 0.1156, 1.4779], [-2.1871, -0.5601, -1.6884], [-2.3202, 0.9096, 0.8142]],
  "forces_ev_per_angstrom": [[-1.5, -0.9, -1.2], [1.2, 2.9, 1.8], [0.4, 1.5, 0.3], [0.8, 0.0, -1.3], [0.4, -0.9, -0.3], [0.2, -0.6, 2.2], [-1.2, -2.9, -2.0], [-0.3, 0.9, 0.5]],
  "spin_multiplicity": 1,
  "e_above_lowest_kcal_mol": 133.8,
  "e_tot_ev": -17853.1027,
  "homo_energy_ev": [-8.13, -8.16]
}

[2]
{
  "formula": "CH3F2OPS",
  "method": "ωB97M-V/def2-TZVPD",
  "elements": ["C", "O", "F", "F", "P", "S", "H", "H", "H"],
  "xyz": [[-0.2130, -0.8141, -1.0171], [0.8176, -0.2440, -0.0829], [0.9592, 2.2486, 0.1934], [-2.7326, 0.1275, 0.7698], [0.4296, 0.8683, 0.9954], [1.7051, 0.6151, 2.6024], [0.5245, -1.3449, -1.7263], [-0.8316, 0.0699, -1.2962], [-0.6589, -1.5265, -0.4385]],
  "forces_ev_per_angstrom": [[3.2, 1.7, -1.3], [-1.4, 1.2, 1.1], [-1.8, -2.3, 1.5], [1.7, 0.4, 0.0], [4.3, 0.3, -0.4], [-2.5, 0.6, -1.8], [-1.8, 1.2, 0.4], [0.2, -1.4, -0.5], [-1.9, -1.7, 1.1]],
  "spin_multiplicity": 1,
  "e_above_lowest_kcal_mol": 154.8,
  "e_tot_ev": -28687.9025,
  "homo_energy_ev": [-10.18, -10.12]
}

[3]
{
  "formula": "CH3F3N2O",
  "method": "ωB97M-V/def2-TZVPD",
  "elements": ["C", "N", "N", "O", "F", "F", "F", "H", "H", "H"],
  "xyz": [[-1.4960, -0.0515, -0.2586], [0.7075, -0.8201, -0.3098], [1.7275, 0.5891, 0.7325], [-0.5188, -0.9255, 0.2828], [1.5077, -1.9005, -0.0011], [2.5726, 1.2299, -0.1576], [0.7771, 1.4890, 1.0945], [-1.5897, 0.8801, 0.3480], [-2.4091, -0.6929, -0.3176], [-1.2790, 0.2026, -1.4133]],
  "forces_ev_per_angstrom": [[-0.4, 0.4, -2.9], [-2.1, -1.4, -2.5], [2.5, 2.4, 1.5], [1.6, -1.5, 0.4], [-1.4, 0.2, 0.5], [-1.0, 0.0, 0.8], [0.5, 0.3, -0.5], [0.0, -0.9, -0.5], [0.5, 0.9, 0.5], [-0.1, -0.4, 2.7]],
  "spin_multiplicity": 3,
  "e_above_lowest_kcal_mol": 0.0,
  "e_tot_ev": -14255.3381,
  "homo_energy_ev": [-8.48, -11.50]
}

[4]
{
  "formula": "CH3F3P2",
  "method": "ωB97M-V/def2-TZVPD",
  "elements": ["F", "P", "C", "F", "F", "P", "H", "H", "H"],
  "xyz": [[2.3039, 0.9280, -0.8247], [1.2033, 0.8777, 0.3612], [0.1261, -0.4137, -0.4069], [0.6415, -1.6165, -0.2885], [-0.0585, -0.2587, -1.7518], [-1.7015, -0.4032, 0.4148], [0.5169, 1.7797, -0.4054], [-1.4416, 0.5303, 1.4409], [-1.5901, -1.4235, 1.4604]],
  "forces_ev_per_angstrom": [[0.9, -0.4, 0.4], [0.5, -0.2, -0.9], [-2.1, 0.6, 0.6], [1.0, -2.0, 0.5], [-0.1, 0.5, 0.0], [0.6, -0.4, 0.3], [-1.3, 1.2, 0.3], [0.1, 0.5, -0.2], [0.4, 0.4, -1.0]],
  "spin_multiplicity": 1,
  "e_above_lowest_kcal_mol": 1.1,
  "e_tot_ev": -27814.5881,
  "homo_energy_ev": -10.06
}

[5]
{
  "formula": "CH3F3P2",
  "method": "ωB97M-V/def2-TZVPD",
  "elements": ["C", "F", "F", "F", "P", "P", "H", "H", "H"],
  "xyz": [[2.1272, 0.6754, -0.1387], [2.2126, 1.3096, -1.3227], [2.5496, 1.4342, 0.9017], [1.6354, -1.6551, 0.9673], [-0.6809, -0.0672, 1.5906], [2.8139, -1.0430, -0.0269], [-1.8303, 0.5767, 2.2801], [0.0427, -0.1541, 2.7121], [2.3913, -1.3043, -1.3238]],
  "forces_ev_per_angstrom": [[0.7, -0.2, 0.3], [0.0, -0.1, 1.0], [-0.4, 0.1, -1.1], [1.0, 0.2, -1.2], [-2.2, 0.6, -1.3], [-0.5, 0.3, 1.4], [1.0, -0.4, -0.5], [1.0, -0.1, 1.7], [-0.7, -0.4, -0.4]],
  "spin_multiplicity": 1,
  "e_above_lowest_kcal_mol": 62.4,
  "e_tot_ev": -27811.9276,
  "homo_energy_ev": [-8.84, -8.81]
}

[6]
{
  "formula": "CH3F3Si",
  "method": "ωB97M-V/def2-TZVPD",
  "elements": ["C", "F", "F", "F", "Si", "H", "H", "H"],
  "xyz": [[-1.5907, -0.8893, 1.7661], [-1.9754, -2.0922, 1.1689], [-2.7316, -0.0982, 1.8468], [-1.0717, -1.1147, 3.0350], [-0.0946, -0.1290, 0.0314], [1.0923, -0.7692, -0.0591], [-1.0103, -0.2272, -1.0676], [0.1525, 1.2504, 0.4728]],
  "forces_ev_per_angstrom": [[1.5, 0.5, -2.3], [0.0, 1.0, 1.5], [1.7, -1.3, 0.3], [-1.3, 0.2, -2.0], [-4.0, 1.4, 3.4], [2.4, -1.8, -0.2], [-0.3, -0.1, -0.6], [0.0, 0.1, -0.2]],
  "spin_multiplicity": 1,
  "e_above_lowest_kcal_mol": 185.0,
  "e_tot_ev": -17113.7259,
  "homo_energy_ev": -10.45
}

[7]
{
  "formula": "CH3FIN",
  "method": "ωB97M-V/def2-TZVPD",
  "elements": ["C", "N", "F", "I", "H", "H", "H"],
  "xyz": [[-0.7275, 0.6813, -0.2825], [0.9163, -0.9908, 0.4202], [-0.3930, 1.6625, 0.4782], [-2.4037, -0.3877, 0.1542], [-0.1789, 0.5712, -1.2675], [1.1572, -0.8625, -0.5585], [1.6297, -0.6741, 1.0559]],
  "forces_ev_per_angstrom": [[-0.9, -1.1, -3.2], [-0.4, -1.3, 0.4], [0.7, 1.5, 1.3], [-0.1, 0.1, 0.0], [-0.9, 0.3, 1.4], [0.7, 0.1, 0.2], [0.8, 0.3, -0.1]],
  "spin_multiplicity": 3,
  "e_above_lowest_kcal_mol": 9.6,
  "e_tot_ev": -13388.8488,
  "homo_energy_ev": [-7.31, -9.72]
}

[8]
{
  "formula": "CH3HgLiO",
  "method": "ωB97M-V/def2-TZVPD",
  "elements": ["O", "C", "H", "H", "Li", "Hg", "H"],
  "xyz": [[0.1770, -0.1099, -0.0870], [1.3104, -0.6405, -0.1333], [2.1874, -0.0057, -0.3364], [1.4806, -1.6250, 0.3287], [-0.5249, 1.6416, -0.0601], [-3.1028, 0.7220, 0.0715], [-1.5277, 0.0174, 0.2165]],
  "forces_ev_per_angstrom": [[3.8, -1.3, -0.8], [-1.6, 1.6, 1.8], [-0.1, -0.4, -0.5], [-0.2, -0.1, -0.7], [0.0, -0.1, 0.0], [-0.9, 0.2, 0.0], [-1.1, 0.1, 0.3]],
  "spin_multiplicity": 2,
  "charge": 1,
  "e_tot_ev": -7503.8569,
  "homo_energy_ev": [-11.19, -15.32]
}